The following is a DFT calculation (ωB97M-V/def2-TZVPD) of a cluster of 7 separate species, C40H80N3O12 in total at a distorted geometry.

Each atom is followed by the atoms it is bonded to, with distances in Å.
Positions of all 135 atoms, in Å:
1 O 2.132 3.069 -1.731  C55 1.202
2 O 6.541 -3.894 -4.300  C21 1.350, C46 1.429
3 O -3.127 2.518 3.261  C28 1.433, C48 1.344
4 O 5.010 2.346 -5.908  C40 1.433, C47 1.345
5 O -1.359 6.525 6.244  C16 1.348, C25 1.439
6 O 3.616 2.160 -0.431  C37 1.434, C55 1.352
7 O 1.002 4.852 3.323  C45 1.350, C49 1.431
8 O 7.345 -2.381 -2.933  C21 1.198
9 O 2.615 3.389 3.518  C45 1.202
10 O -1.861 0.733 3.401  C48 1.200
11 O 3.527 1.830 -4.387  C47 1.202
12 O -3.232 5.960 5.252  C16 1.204
13 N -6.851 -4.647 1.426  C32 1.504, C44 1.362, H64 1.017
14 N -7.125 -4.118 3.736  C44 1.380, H84 1.005, H130 1.006
15 N -5.065 -4.932 2.932  C33 1.532, C44 1.355, H133 1.016
16 C -2.280 5.604 5.897  O5 1.348, O12 1.204, C18 1.517
17 C -2.698 -4.526 2.227  C33 1.512, C42 1.517, H71 1.089, H120 1.089
18 C -2.068 4.143 6.243  C16 1.517, H78 1.090, H101 1.087, H106 1.084
19 C -3.330 0.761 1.535  C48 1.516, H115 1.086, H119 1.088, H135 1.090
20 C -1.313 4.981 2.487  C49 1.509, H89 1.088, H97 1.086, H117 1.090
21 C 6.490 -3.193 -3.148  O2 1.350, O8 1.198, C52 1.513
22 C -5.425 -3.493 -0.358  C31 1.528, C32 1.516, H94 1.084, H105 1.088
23 C 0.344 -2.872 -0.869  C30 1.544, C53 1.529, H75 1.086, H85 1.087
24 C -5.454 3.000 2.740  C28 1.515, H100 1.092, H107 1.089, H126 1.090
25 C -0.252 6.208 7.108  O5 1.439, C27 1.510, H63 1.088, H122 1.089
26 C 0.550 0.402 -1.893  C38 1.547, H76 1.082, H93 1.084, H132 1.087
27 C 0.879 5.617 6.301  C25 1.510, H58 1.087, H92 1.086, H98 1.090
28 C -4.004 3.376 2.521  O3 1.433, C24 1.515, H79 1.090, H95 1.084
29 C 4.375 3.762 -2.158  C55 1.503, H81 1.087, H83 1.091, H125 1.084
30 C -0.501 -4.030 -0.298  C23 1.544, C50 1.534, H59 1.087, H68 1.093
31 C -5.373 -4.522 -1.486  C22 1.528, C39 1.456, H80 1.087, H110 1.089
32 C -6.693 -3.494 0.474  N13 1.504, C22 1.516, H69 1.085, H74 1.088
33 C -3.945 -3.895 2.805  N15 1.532, C17 1.512, H60 1.085, H65 1.084
34 C 1.354 3.208 1.513  C45 1.505, H62 1.085, H96 1.091, H131 1.088
35 C 3.422 0.503 -6.354  C47 1.511, H86 1.087, H108 1.087, H111 1.089
36 C 0.854 -1.789 -3.164  C38 1.526, C53 1.531, H77 1.087, H116 1.091
37 C 4.960 1.810 -0.079  O6 1.434, C51 1.514, H73 1.091, H109 1.089
38 C -0.087 -0.628 -2.855  C26 1.547, C36 1.526, H112 1.088, H134 1.083
39 C -5.465 -5.907 -1.049  C31 1.456, C54 1.195
40 C 5.755 2.043 -7.094  O4 1.433, C43 1.514, H72 1.090, H91 1.088
41 C 4.344 -4.544 -5.151  C46 1.515, H118 1.090, H121 1.090, H127 1.091
42 C -1.627 -3.494 1.931  C17 1.517, C50 1.536, H90 1.091, H124 1.088
43 C 5.088 2.583 -8.341  C40 1.514, H82 1.089, H88 1.090, H113 1.090
44 C -6.341 -4.548 2.685  N13 1.362, N14 1.380, N15 1.355
45 C 1.728 3.824 2.834  O7 1.350, O9 1.202, C34 1.505
46 C 5.672 -4.994 -4.577  O2 1.429, C41 1.515, H56 1.091, H99 1.088
47 C 3.994 1.585 -5.466  O4 1.345, O11 1.202, C35 1.511
48 C -2.700 1.335 2.789  O3 1.344, O10 1.200, C19 1.516
49 C 0.063 5.599 2.544  O7 1.431, C20 1.509, H66 1.090, H87 1.091
50 C -0.418 -4.131 1.231  C30 1.534, C42 1.536, H70 1.085, H104 1.088
51 C 5.589 2.839 0.836  C37 1.514, H57 1.090, H102 1.090, H123 1.091
52 C 5.322 -3.390 -2.208  C21 1.513, H67 1.087, H128 1.090, H129 1.087
53 C 0.634 -3.071 -2.357  C23 1.529, C36 1.531, H61 1.088, H114 1.090
54 C -5.577 -7.013 -0.611  C39 1.195, H103 1.060
55 C 3.300 2.975 -1.462  O1 1.202, O6 1.352, C29 1.503
56 H 5.546 -5.618 -3.691  C46 1.091
57 H 6.587 2.519 1.135  C51 1.090
58 H 1.186 6.304 5.517  C27 1.087
59 H -0.215 -4.953 -0.795  C30 1.087
60 H -3.732 -3.542 3.809  C33 1.085
61 H -0.119 -3.722 -2.796  C53 1.088
62 H 2.258 2.851 1.029  C34 1.085
63 H -0.574 5.561 7.921  C25 1.088
64 H -7.844 -4.830 1.548  N13 1.017
65 H -4.283 -3.058 2.206  C33 1.084
66 H 0.003 6.560 3.053  C49 1.090
67 H 5.674 -3.243 -1.190  C52 1.087
68 H -1.535 -3.822 -0.585  C30 1.093
69 H -7.534 -3.569 -0.207  C32 1.085
70 H 0.482 -3.645 1.591  C50 1.085
71 H -2.956 -5.106 1.342  C17 1.089
72 H 5.950 0.972 -7.160  C40 1.090
73 H 5.554 1.627 -0.975  C37 1.091
74 H -6.821 -2.556 1.010  C32 1.088
75 H 1.258 -2.851 -0.282  C23 1.086
76 H 0.705 1.347 -2.396  C26 1.082
77 H 1.894 -1.488 -3.074  C36 1.087
78 H -1.598 3.642 5.397  C18 1.090
79 H -3.730 3.389 1.465  C28 1.090
80 H -6.125 -4.300 -2.240  C31 1.087
81 H 5.359 3.304 -2.121  C29 1.087
82 H 4.938 3.658 -8.250  C43 1.089
83 H 4.425 4.755 -1.710  C29 1.091
84 H -6.946 -3.224 4.160  N14 1.005
85 H -0.221 -1.963 -0.679  C23 1.087
86 H 3.074 -0.305 -5.715  C35 1.087
87 H 0.464 5.789 1.547  C49 1.091
88 H 5.708 2.388 -9.215  C43 1.090
89 H -1.304 4.009 1.996  C20 1.088
90 H -2.036 -2.733 1.266  C42 1.091
91 H 6.717 2.529 -6.944  C40 1.088
92 H 0.564 4.696 5.818  C27 1.086
93 H 1.520 0.080 -1.530  C26 1.084
94 H -4.528 -3.575 0.245  C22 1.084
95 H -3.827 4.374 2.906  C28 1.084
96 H 0.705 2.355 1.716  C34 1.091
97 H -1.697 4.843 3.492  C20 1.086
98 H 1.741 5.397 6.931  C27 1.090
99 H 6.210 -5.593 -5.309  C46 1.088
100 H -5.668 1.991 2.383  C24 1.092
101 H -3.045 3.696 6.409  C18 1.087
102 H 5.673 3.810 0.347  C51 1.090
103 H -5.675 -8.000 -0.237  C54 1.060
104 H -0.360 -5.182 1.507  C50 1.088
105 H -5.395 -2.514 -0.833  C22 1.088
106 H -1.466 3.969 7.128  C18 1.084
107 H -5.690 3.032 3.803  C24 1.089
108 H 4.127 0.090 -7.070  C35 1.087
109 H 4.869 0.858 0.442  C37 1.089
110 H -4.413 -4.400 -1.986  C31 1.089
111 H 2.570 0.916 -6.892  C35 1.089
112 H -0.984 -0.992 -2.357  C38 1.088
113 H 4.111 2.127 -8.505  C43 1.090
114 H 1.564 -3.638 -2.405  C53 1.090
115 H -3.728 1.505 0.851  C19 1.086
116 H 0.719 -2.045 -4.216  C36 1.091
117 H -1.984 5.645 1.942  C20 1.090
118 H 4.508 -3.953 -6.052  C41 1.090
119 H -2.565 0.194 1.008  C19 1.088
120 H -2.318 -5.236 2.960  C17 1.089
121 H 3.729 -5.408 -5.407  C41 1.090
122 H 0.049 7.151 7.562  C25 1.089
123 H 4.979 2.970 1.731  C51 1.091
124 H -1.307 -3.031 2.862  C42 1.088
125 H 4.092 3.851 -3.201  C29 1.084
126 H -6.108 3.697 2.215  C24 1.090
127 H 3.789 -3.925 -4.445  C41 1.091
128 H 4.569 -2.636 -2.436  C52 1.090
129 H 4.865 -4.375 -2.259  C52 1.087
130 H -7.910 -4.663 4.052  N14 1.006
131 H 0.854 3.880 0.819  C34 1.088
132 H -0.106 0.603 -1.050  C26 1.087
133 H -5.074 -5.237 3.901  N15 1.016
134 H -0.374 -0.118 -3.767  C38 1.083
135 H -4.130 0.084 1.833  C19 1.090

Total charge: +1
Gap between HOMO and LUMO in eV: 6.2
Highest occupied orbital energy in eV: -11.06

Atomic partial charges in e from the Löwdin method, atoms 1 to 4: number 1, O, carries 0.086; number 2, O, carries -0.001; number 3, O, carries -0.017; number 4, O, carries 0.005


The following is a DFT calculation (ωB97M-V/def2-TZVPD) of the molecule C6H12N2O2 at a distorted geometry.

Each atom is followed by the atoms it is bonded to, with distances in Å.
Positions of all 22 atoms, in Å:
1 O -3.370 -2.133 -0.607  N3 1.219
2 O -1.963 -0.407 -1.590  C6 1.379
3 N -2.439 -1.541 -0.087  O1 1.219, C9 1.335
4 N -0.155 0.777 -0.812  C6 1.440, C8 1.502, C10 1.483
5 C -0.648 -0.801 1.321  C7 1.536, C8 1.602, C9 1.529, H11 1.087
6 C -1.144 0.670 -1.853  O2 1.379, N4 1.440, H15 1.070, H21 1.099
7 C 0.490 -1.685 0.789  C5 1.536, H17 1.007, H19 1.195, H20 1.145
8 C -0.608 0.637 0.614  N4 1.502, C5 1.602, H14 1.119, H22 1.096
9 C -1.894 -1.664 1.125  N3 1.335, C5 1.529, H16 1.047
10 C 1.176 1.358 -1.114  N4 1.483, H12 1.118, H13 1.120, H18 1.176
11 H -0.602 -0.546 2.377  C5 1.087
12 H 1.217 2.083 -1.964  C10 1.118
13 H 1.496 1.896 -0.186  C10 1.120
14 H 0.054 1.222 1.300  C8 1.119
15 H -0.517 0.602 -2.717  C6 1.070
16 H -2.220 -2.311 1.881  C9 1.047
17 H 0.673 -2.538 1.293  C7 1.007
18 H 1.980 0.580 -1.477  C10 1.176
19 H 0.442 -1.914 -0.382  C7 1.195
20 H 1.463 -1.159 1.083  C7 1.145
21 H -1.826 1.530 -1.899  C6 1.099
22 H -1.585 1.131 0.632  C8 1.096

Relative energy (zero: lowest compared OMol25 entry of this formula, charge and spin) in kJ/mol: 772.1
Gap between HOMO and LUMO (spin up / spin down) in eV: 6.7 / 6.7
Highest occupied orbital energy (spin up / spin down) in eV: -8.05 / -8.05

Atomic partial charges in e from the Löwdin method, atoms 1 to 4: number 1, O, carries 0.059; number 2, O, carries -0.078; number 3, N, carries -0.061; number 4, N, carries -0.213


The following is a DFT calculation (ωB97M-V/def2-TZVPD) of a cluster of 3 separate species, C3H13N2O3 in total at a distorted geometry.

Each atom is followed by the atoms it is bonded to, with distances in Å.
Positions of all 21 atoms, in Å:
1 O -0.522 -0.225 -1.729  C7 1.254
2 O 0.584 2.657 0.624  H12 1.000, H13 0.929
3 O 2.580 0.627 -0.066  H11 1.000, H20 0.923
4 N 0.397 -0.871 0.450  C6 1.471, C8 1.637, H19 1.058, H21 1.072
5 N -2.687 -0.534 -1.287  C7 1.333, H9 1.029, H17 0.882
6 C -1.065 -0.742 0.551  N4 1.471, C7 1.507, H14 1.135, H18 1.137
7 C -1.421 -0.440 -0.882  O1 1.254, N5 1.333, C6 1.507
8 C 1.054 -1.308 1.885  N4 1.637, H10 1.117, H15 1.105, H16 1.059
9 H -2.944 -0.394 -2.273  N5 1.029
10 H 2.101 -0.918 1.854  C8 1.117
11 H 2.744 1.613 -0.101  O3 1.000
12 H 1.277 3.173 0.121  O2 1.000
13 H 0.478 3.330 1.256  O2 0.929
14 H -1.290 0.107 1.271  C6 1.135
15 H 0.982 -2.409 1.828  C8 1.105
16 H 0.585 -0.988 2.779  C8 1.059
17 H -3.354 -0.326 -0.749  N5 0.882
18 H -1.644 -1.685 0.811  C6 1.137
19 H 0.649 -1.495 -0.367  N4 1.058
20 H 3.060 0.224 -0.744  O3 0.923
21 H 0.849 0.074 0.219  N4 1.072

Total charge: +1
Relative energy (zero: lowest compared OMol25 entry of this formula, charge and spin) in kJ/mol: 200.7
Gap between HOMO and LUMO in eV: 11.2
Highest occupied orbital energy in eV: -14.01

Atomic partial charges in e from the Löwdin method, atoms 1 to 4: number 1, O, carries 0.041; number 2, O, carries -0.043; number 3, O, carries -0.032; number 4, N, carries -0.015


The following is a DFT calculation (ωB97M-V/def2-TZVPD) of a cluster of 2 separate species, C3H7N2 in total at a distorted geometry.

Each atom is followed by the atoms it is bonded to, with distances in Å.
Positions of all 12 atoms, in Å:
1 N 0.668 1.380 -3.671  N2 1.081
2 N 0.100 0.736 -3.015  N1 1.081
3 C -0.700 0.819 0.665  C4 1.391, H7 1.102, H8 1.133, H12 1.201
4 C 0.243 -0.062 0.147  C3 1.391, C5 1.505, H9 1.153
5 C 0.561 -1.332 0.891  C4 1.505, H6 1.092, H10 1.115, H11 1.061
6 H 1.419 -1.893 0.514  C5 1.092
7 H -1.395 0.289 1.336  C3 1.102
8 H -1.305 1.495 -0.015  C3 1.133
9 H 0.514 0.101 -0.961  C4 1.153
10 H -0.424 -1.803 0.665  C5 1.115
11 H 0.535 -1.269 1.950  C5 1.061
12 H -0.215 1.539 1.495  C3 1.201

Total charge: +1
Relative energy (zero: lowest compared OMol25 entry of this formula, charge and spin) in kJ/mol: 140.7
Gap between HOMO and LUMO in eV: 11.3
Highest occupied orbital energy in eV: -18.29

Atomic partial charges in e from the Löwdin method, atoms 1 to 4: number 1, N, carries 0.077; number 2, N, carries 0.020; number 3, C, carries -0.060; number 4, C, carries 0.025


The following is a DFT calculation (ωB97M-V/def2-TZVPD) of a cluster of 2 separate species, C4H9NO in total at a distorted geometry.

Each atom is followed by the atoms it is bonded to, with distances in Å.
Positions of all 15 atoms, in Å:
1 O -2.535 -2.494 -1.364  H7 0.967, H14 0.969
2 N -1.048 -1.082 0.647  C4 1.427, H11 1.004, H15 1.008
3 C 0.518 0.861 0.702  C4 1.403, C6 1.438, H12 1.107
4 C -0.183 -0.140 0.014  N2 1.427, C3 1.403, H9 1.096
5 C 2.316 2.468 -0.053  C6 1.360, H8 1.093, H10 1.087
6 C 1.860 1.260 0.372  C3 1.438, C5 1.360, H13 1.095
7 H -2.374 -1.645 -1.798  O1 0.967
8 H 1.735 3.365 0.176  C5 1.093
9 H -0.283 -0.029 -1.071  C4 1.096
10 H 3.386 2.598 -0.195  C5 1.087
11 H -0.713 -1.481 1.505  N2 1.004
12 H 0.026 1.460 1.492  C3 1.107
13 H 2.592 0.448 0.442  C6 1.095
14 H -1.623 -2.788 -1.224  O1 0.969
15 H -2.045 -0.947 0.586  N2 1.008

Total charge: -1
Relative energy (zero: lowest compared OMol25 entry of this formula, charge and spin) in kJ/mol: 155.3
⟨S²⟩: 0.769
Gap between HOMO and LUMO (spin up / spin down) in eV: 4.2 / 6.3
Highest occupied orbital energy (spin up / spin down) in eV: 0.00 / -2.13
Multiplicity: 2

Atomic partial charges in e from the Löwdin method, atoms 1 to 4: number 1, O, carries -0.103; number 2, N, carries -0.057; number 3, C, carries -0.287; number 4, C, carries -0.350


The following is a DFT calculation (ωB97M-V/def2-TZVPD) of the molecule C2H3N3O at a distorted geometry.

Each atom is followed by the atoms it is bonded to, with distances in Å.
Positions of all 9 atoms, in Å:
1 O 2.013 -0.103 -0.025  N2 1.354, H8 1.043
2 N 0.660 -0.129 -0.020  O1 1.354, N3 1.306, C5 1.358
3 N 0.070 -1.294 -0.052  N2 1.306, N4 1.280
4 N -1.189 -1.065 -0.034  N3 1.280, C6 1.324
5 C -0.208 0.914 -0.063  N2 1.358, C6 1.365, H7 1.095
6 C -1.392 0.241 0.030  N4 1.324, C5 1.365, H9 1.104
7 H 0.177 1.939 -0.036  C5 1.095
8 H 2.312 -1.081 0.176  O1 1.043
9 H -2.443 0.578 0.024  C6 1.104

Structure (SMILES): On1ccnn1
Relative energy (zero: lowest compared OMol25 entry of this formula, charge and spin) in kJ/mol: 310.2
Gap between HOMO and LUMO in eV: 10.8
Highest occupied orbital energy in eV: -10.00

Atomic partial charges in e from the Löwdin method, atoms 1 to 4: number 1, O, carries 0.029; number 2, N, carries -0.245; number 3, N, carries 0.022; number 4, N, carries -0.015